Entry from the OMol25 dataset: a molecular structure, C36H47N7O3PtS3Si (ωB97M-V/def2-TZVPD).

Calculated values
* HOMO: -13.256 eV
* orbital gap: 0.234 Ha
* total charge: +2
* M: 945.183 g/mol
* LUMO level: -0.253 Ha

XYZ file:
```
98
Properties=species:S:1:pos:R:3:mulliken_charge:R:1
H -2.38560 5.03891 1.08206 0.459
S 0.58536 0.57719 2.82333 0.951
S 2.00793 -1.71399 -0.90487 -0.352
C -0.68867 5.59365 -2.42692 -0.776
H -4.17157 5.83113 -0.43632 0.454
H 1.07372 -4.86031 0.52920 0.379
Si 0.89287 5.20408 -3.31252 0.267
H 4.33436 -3.68365 2.23613 0.438
C 3.74230 -3.86604 1.33799 -1.380
H -0.71785 5.16723 -1.41970 0.094
H 1.33844 -0.57213 -3.49897 0.471
H 2.34181 6.94210 -2.38816 0.372
N 3.36888 0.56657 0.23760 -0.289
C -3.91313 4.78011 -0.40399 -0.498
H -0.01711 5.44609 -5.61210 0.330
H 1.52845 -3.12175 5.84536 0.468
H 2.46670 5.47647 -1.40575 0.354
H 4.15863 -3.27491 0.52148 0.268
C 0.94877 -2.77781 4.99487 -0.643
C -4.29324 2.52377 -1.14295 0.072
C 0.84655 5.82151 -5.05468 -1.119
N 1.20487 1.13270 -2.35198 -0.412
H -2.16644 -4.59700 -0.80244 -0.111
S 1.06812 2.94786 -0.62505 -0.432
H 1.75505 5.56957 -5.61051 0.337
C 0.34931 -1.04249 3.45744 -0.412
C -2.91402 4.33357 0.45086 -0.928
H 2.19073 -2.41062 1.71627 -0.163
H 3.30351 5.57728 -2.96667 0.336
H -4.43203 -2.98326 1.09454 0.356
H -5.31451 1.09888 0.94471 0.404
N 1.38741 -3.90100 0.50197 0.188
H -0.79029 -5.64242 4.28701 0.367
H 1.92631 -3.96021 2.50227 0.220
C -2.60089 2.98284 0.52306 -0.132
H -1.38663 -3.86367 2.79898 0.408
C 2.29479 -3.48478 1.59679 0.061
O -0.84864 0.76633 -0.83926 -1.108
C 5.23977 0.64735 2.23741 -0.475
C 4.67504 0.63696 -0.07561 -0.454
C 2.38828 5.84857 -2.43163 -1.055
C -0.15459 -5.03803 4.93426 -1.711
H 0.77137 6.91417 -5.03788 0.334
H 3.55807 0.54976 3.59239 0.515
H -0.62941 -4.98483 5.91571 0.401
H 1.23136 0.71673 -5.64863 0.462
C -0.19355 -5.08971 -1.52993 -0.881
H -3.83590 -3.52703 -0.47836 0.323
C 1.08673 2.61824 -4.62929 0.127
C 1.10474 -1.47418 4.54528 -0.564
H 1.77341 -0.78196 5.04518 0.568
H -1.07839 -5.15033 0.47335 0.120
C 1.19132 1.23037 -4.69748 -1.216
H 0.61557 -5.79053 -1.30877 0.319
H 4.92526 0.67201 -1.12845 0.557
C -2.12151 -1.33039 -0.42015 -0.552
H -0.80163 6.67987 -2.33652 0.458
H 3.83084 -4.92428 1.08284 0.376
C -1.36094 -5.29228 -0.57229 -0.353
H -1.39982 -2.11023 -0.59917 -0.076
H -1.74427 -6.30750 -0.68049 0.455
C -0.68190 -3.19416 3.28360 -0.278
C 1.24743 0.50493 -3.52185 -0.109
H -5.35280 4.22376 -1.90283 0.431
H -1.82808 2.61679 1.18437 0.664
H 0.79925 -5.55043 5.07049 0.382
H -1.55084 5.21376 -2.98419 0.301
C -4.59186 3.87624 -1.21423 -0.829
O 1.20527 1.39298 3.81965 -0.720
C 1.03616 3.29251 -3.40283 0.216
C 1.15977 -3.22014 -0.60286 0.231
C -5.31473 0.06977 0.60252 -1.083
H 1.04230 3.19302 -5.54884 0.455
C -0.53634 -1.89844 2.81147 -0.420
H 5.98356 0.70828 3.02140 0.490
C 5.63848 0.66688 0.89451 -0.883
C 3.90493 0.55864 2.56841 -0.784
C -3.45861 -1.47464 -0.08978 0.878
H -5.51680 -0.57883 1.45062 0.405
C -3.30488 2.09275 -0.26935 -0.298
H -5.29036 -2.53835 -0.37805 0.447
N 1.63201 0.35021 1.56834 -0.365
N -3.99657 -0.25770 0.05045 0.001
N -3.02236 0.67991 -0.17674 0.873
C 1.10437 2.46508 -2.28139 0.490
C -1.86843 0.04948 -0.47763 0.536
H -1.11474 -1.53569 1.96865 0.585
C 2.99267 0.50640 1.52182 0.986
Pt 1.15193 0.52988 -0.37753 1.937
H 0.29288 -3.18515 -2.37626 0.245
H -6.09547 -0.04866 -0.14578 0.364
O -0.63811 0.97887 2.19178 -0.474
H -0.51959 -5.29065 -2.54627 0.477
C 0.04596 -3.64774 4.38305 0.621
H 6.68109 0.72588 0.61603 0.459
C -4.30009 -2.70013 0.04768 -1.732
N 0.34204 -3.71971 -1.52530 -0.023
H -4.82360 1.80981 -1.76393 0.547
```


Entry from the OMol25 dataset: a molecular structure, C39H19BrF15GeN5O4STi (ωB97M-V/def2-TZVPD).

Calculated values
* HOMO: -8.585 eV
* orbital gap: 0.285 Ha
* M: 1139.030 g/mol
* LUMO level: -0.031 Ha

XYZ file:
```
86
Properties=species:S:1:pos:R:3:mulliken_charge:R:1
C -2.72670 -4.99384 -1.89471 -0.772
N 0.99854 -1.99015 -1.93321 1.231
C -1.09329 0.88407 -3.38578 0.312
Br -1.14939 1.74362 -1.67563 -0.035
F 1.09365 0.67774 5.38291 -0.326
C 0.45444 -3.10710 -2.27420 -0.978
F 2.07066 5.84513 3.99984 -0.296
H -3.14707 -5.93966 -2.19746 0.411
F 0.34108 4.28399 2.53274 -0.349
C -4.03105 3.78875 2.74412 -0.029
F -6.05515 3.49104 1.56585 -0.304
C 2.31512 -0.28424 -2.12336 1.032
Ti 0.37302 -0.79875 -0.39533 -0.443
C -1.59736 0.78522 -5.69295 -0.426
O 1.63003 -4.05234 1.41563 -0.677
C -2.99968 -2.84530 -0.84519 -0.761
C -1.27760 -0.12644 3.78042 0.049
F -2.42983 0.53515 0.83191 0.272
C 2.19635 2.71761 5.83765 0.094
C -1.67352 -2.48730 -1.14645 0.532
C 1.84220 -2.94879 0.96908 0.234
H 4.34500 -1.12729 -3.67262 0.516
N 2.13274 -1.53211 -2.49804 -1.343
C 4.66411 2.56928 -2.61705 -0.947
C -2.96681 1.62835 1.42045 -0.937
C 3.47199 0.48455 -2.59039 0.259
O -1.23496 -1.28663 -0.86281 1.033
F -2.21468 -3.61407 3.33757 -0.279
C 5.53917 0.66289 -3.79662 -0.809
H 4.23078 -1.14294 -0.18272 0.293
C -1.47352 -1.36725 3.20984 -0.423
N 3.14350 -2.50968 0.77387 -0.243
O 0.93830 -2.08607 0.62973 0.351
C 0.63289 2.50261 4.00303 0.090
F -2.01927 3.98341 3.95129 -0.299
F -2.88507 -3.24333 5.96056 -0.308
H -3.61359 -2.11380 -0.34009 0.561
C 1.30422 1.96940 5.08328 0.070
F -4.55291 4.82842 3.39686 -0.303
F -1.58037 1.27793 5.61343 -0.361
F -2.61897 -0.78331 7.10197 -0.298
C 3.58047 1.82030 -2.20225 -0.314
Ge -0.42263 1.37940 2.75188 0.299
C 2.43369 4.04352 5.48600 0.495
C 5.63941 1.99411 -3.41739 -0.397
F -5.01185 1.31984 0.26329 -0.289
C -2.17920 2.28684 2.34426 0.880
C -1.68948 0.05212 5.08727 1.175
C -2.73161 3.36349 3.00925 0.455
H 3.40613 -0.51875 1.11883 0.244
O 1.44764 0.29660 -1.37074 -0.300
H 6.30971 0.21766 -4.40878 0.428
C 4.45711 -0.09358 -3.38779 -0.415
H 0.38575 -1.45705 -7.15460 0.372
C -1.73578 1.43956 -4.48073 -0.922
H -2.31769 2.33978 -4.37898 0.490
H 0.97155 -3.77307 -2.97015 0.458
F 3.27748 4.78429 6.20673 -0.297
H 2.80639 2.25033 -1.58123 0.566
H 6.47859 2.58609 -3.75135 0.409
H 3.85783 -2.98860 1.31532 0.263
C 0.92743 3.80193 3.63669 0.217
N 3.36368 -1.18701 0.34371 -0.374
C -0.26235 -0.84112 -4.59124 -0.332
H -2.08180 1.17933 -6.57439 0.402
H -1.29364 -1.99053 -7.08159 0.291
H 4.75009 3.60122 -2.31114 0.436
C -2.22850 -0.98210 5.84112 0.064
C -4.26928 2.00694 1.13574 -0.524
F -1.15968 -1.51994 1.90505 0.636
H 0.34598 -1.73747 -4.58330 0.462
F 2.83995 2.17237 6.87290 -0.296
C -2.37701 -2.23603 5.25175 0.485
C -3.50821 -4.07423 -1.19786 -0.663
H -0.80956 -5.38312 -2.74361 0.449
S 1.01484 0.96722 1.25193 -0.820
H -4.52598 -4.32585 -0.94138 0.471
C -2.01610 -2.43242 3.91936 -0.362
C -4.80256 3.10454 1.80795 0.536
C -1.42570 -4.67943 -2.20220 -0.938
N -0.39588 -0.22804 -3.42622 0.441
C -0.83354 -0.37644 -5.77244 0.356
C 1.80616 4.58889 4.36713 0.049
C -0.86493 -3.44477 -1.83565 1.105
H -0.89039 -0.48952 -7.91120 0.394
C -0.64355 -1.11605 -7.05736 -1.481
```


Entry from the OMol25 dataset: a molecular structure, C39H56CaN3O5P2Te (ωB97M-V/def2-TZVPD).

Calculated values
* HOMO: -4.253 eV
* orbital gap: 0.246 Ha
* total charge: -1
* M: 876.519 g/mol
* LUMO level: 0.090 Ha

XYZ file:
```
107
Properties=species:S:1:pos:R:3:mulliken_charge:R:1
H 4.50570 -2.85118 -4.64581 0.401
C -1.88218 -2.55765 -1.33980 -1.284
H 4.74743 -0.65914 0.24703 0.288
C -0.93936 -3.03994 -3.44235 -0.604
C 2.87053 -0.42849 2.33100 0.551
H -3.74262 -0.61996 0.35019 0.428
O -3.44630 -1.50172 0.09576 -0.735
H -2.35044 1.30560 -3.50185 0.152
H -0.66503 1.74995 4.17969 0.138
C 4.92308 0.50490 -4.54744 -0.376
C -2.91933 0.67012 3.41860 0.187
C -0.58572 -3.80367 1.05715 1.009
H 6.30422 -1.14381 -4.57131 0.362
H 1.32456 -0.07803 3.81616 0.072
C 2.77994 -0.22444 -0.59707 3.341
H -0.85383 -2.62476 -4.44616 0.350
C 4.25604 -1.79724 -4.61878 -0.633
C -1.33301 3.12326 2.61602 0.541
P 1.65619 -0.37745 0.90003 1.838
C 1.18005 -2.16363 0.93355 -0.199
P -1.71828 1.88857 1.22908 1.329
H -4.98421 0.23927 5.37793 0.318
H 0.11613 4.12172 1.35174 0.297
O 1.02431 -4.32570 -3.01529 -0.835
C 2.09932 -3.20999 1.03993 -0.313
C 3.58771 0.88844 -4.55398 -0.570
H 0.54889 2.13353 2.95595 0.144
C -0.92223 3.31214 -2.80244 0.404
H -1.79728 5.43007 -3.75062 0.366
C -3.52200 2.73339 -0.74770 -1.377
H 3.16076 -2.99159 1.03830 0.065
H -3.66202 2.30493 -4.13872 0.366
N -1.91717 3.35078 -3.67657 0.375
C -2.38366 4.62510 -4.18519 -1.092
H 3.32461 1.93964 -4.53031 0.361
H -4.30222 3.31617 2.58129 0.357
H -2.26762 1.89634 -5.17006 0.230
O -1.69302 -2.09417 -2.67531 -0.546
H 3.61839 -1.19950 2.13104 0.309
H -3.87316 -0.65656 6.41746 0.363
C 0.34327 -4.81988 1.13969 -0.966
C -2.46799 -1.46056 4.33187 -1.517
C 1.70740 -4.53381 1.13224 0.358
C 2.10915 -0.80533 3.60600 -1.433
C -1.68043 -0.91558 2.08224 -0.941
H 4.27401 1.11453 1.68475 0.288
H 2.49795 -6.45076 0.55522 0.402
Ca -0.13806 -0.41816 -1.98886 0.652
C 0.48068 -3.24024 -2.85071 0.500
H -4.10883 1.50881 0.91298 0.164
H 2.79015 -0.83138 4.46203 0.518
C -3.49834 2.40129 0.75022 1.139
H 4.00142 -2.01995 -0.62973 0.339
H 4.17503 0.89421 3.43422 0.487
H -2.28441 4.66451 -5.27344 0.337
H 5.69953 1.26088 -4.52045 0.346
H 1.63521 -1.78405 3.51657 0.279
H -3.60716 1.06505 6.10260 0.326
O -1.94091 -0.17109 -1.00188 -0.196
H 2.19677 -0.68583 -1.40072 -2.288
H 3.56993 1.77545 -0.19135 0.309
H -1.48403 4.83433 1.25153 0.302
C -1.79355 -1.79475 3.17235 -0.097
H 0.01290 -5.85108 1.20362 0.365
H -1.02021 -3.14194 -1.04573 0.443
H -3.34557 1.66020 3.54100 0.131
C 2.92714 1.27419 -0.91815 -1.416
C -0.76839 4.37723 1.93972 -1.635
C -2.10984 -1.33127 -0.38689 0.611
C 2.72286 -5.64040 1.25020 -1.850
H 4.66196 -0.65777 -1.52077 0.395
C 4.12600 -0.93681 -0.60844 -1.707
C -0.18855 -2.46727 0.94556 -1.803
C 3.59046 0.90868 2.50933 -1.511
C -0.26984 2.54619 3.54867 -1.632
H -2.21285 3.39735 3.20212 0.501
O 0.93302 -2.21797 -2.22324 -0.721
H -3.02360 1.94672 -1.31486 -0.061
C -4.14445 3.54786 1.52680 -1.773
H -1.64636 -4.03146 1.06114 0.534
H 1.96204 1.78719 -0.92199 0.217
H 3.72669 -5.27393 1.03678 0.380
H -1.44388 -4.00676 -3.49129 0.298
H -2.52873 -2.18187 5.14043 0.303
H 2.87964 1.73634 2.57460 0.194
H -3.43597 4.77463 -3.92544 0.329
C 2.92180 -1.41137 -4.62912 -0.062
H -1.37179 -2.78289 3.09625 0.377
H -2.99102 3.67382 -0.92329 0.345
H 3.37438 1.39848 -1.90584 0.155
H -2.77024 -3.18781 -1.27704 0.436
H 0.13850 3.32861 4.19808 0.636
C -2.58089 2.14549 -4.15282 -1.009
H -3.54804 4.46007 1.46411 0.284
C -3.93418 0.12292 5.65738 -1.612
H -5.12499 3.76488 1.09073 0.459
H -4.54894 2.84312 -1.11358 0.428
H 2.72162 -6.05615 2.26112 0.315
Te 0.54342 0.56366 -4.67315 -0.253
C -3.10051 -0.23374 4.45141 0.996
C 2.56437 -0.06255 -4.59539 0.094
H 2.14974 -2.17011 -4.65461 0.319
N -0.05508 3.32099 -2.03346 -0.472
C 5.26348 -0.84185 -4.57763 -0.477
H -0.48763 5.12634 2.68758 0.458
C -2.16481 0.40833 2.27194 -0.552
N -1.14761 -1.40122 0.84567 1.855
```


Q: Which formula does entry 2 have?
A: C39H19BrF15GeN5O4STi


Q: M of number 1 (C36H47N7O3PtS3Si)?
A: 945.183 g/mol


Q: The lowest LUMO level belongs to which entry?
A: C36H47N7O3PtS3Si


Q: LUMO level of number 2 (C39H19BrF15GeN5O4STi)?
A: -0.031 Ha